{"formula": "C60H92", "method": "wB97M-V/def2-TZVPD", "fmax_ev_per_a": 3.316, "lumo_energy_ev": 0.5592, "total_energy_ev": -63710.5121, "multiplicity": 1, "orbital_gap_ev": 9.71, "charge": 0, "smiles": "c1ccccc1.c1ccccc1.c1ccccc1.c1ccccc1.c1ccccc1.c1ccccc1.CCCCCC.CCCCCC.CCCCCC.CCCCCC", "homo_energy_ev": -9.15, "species": ["C", "C", "C", "C", "C", "C", "H", "H", "H", "H", "H", "H", "C", "C", "C", "C", "C", "C", "H", "H", "H", "H", "H", "H", "C", "C", "C", "C", "C", "C", "H", "H", "H", "H", "H", "H", "C", "C", "C", "C", "C", "C", "H", "H", "H", "H", "H", "H", "C", "C", "C", "C", "C", "C", "H", "H", "H", "H", "H", "H", "C", "C", "C", "C", "C", "C", "H", "H", "H", "H", "H", "H", "C", "C", "C", "C", "C", "C", "H", "H", "H", "H", "H", "H", "H", "H", "H", "H", "H", "H", "H", "H", "C", "C", "C", "C", "C", "C", "H", "H", "H", "H", "H", "H", "H", "H", "H", "H", "H", "H", "H", "H", "C", "C", "C", "C", "C", "C", "H", "H", "H", "H", "H", "H", "H", "H", "H", "H", "H", "H", "H", "H", "C", "C", "C", "C", "C", "C", "H", "H", "H", "H", "H", "H", "H", "H", "H", "H", "H", "H", "H", "H"], "positions_angstrom": [[16.350220, -20.181880, 14.150930], [16.468770, -19.194260, 15.107380], [16.409460, -19.571860, 16.483520], [16.179700, -20.895200, 16.866730], [16.064670, -21.870100, 15.851260], [16.135000, -21.489270, 14.499430], [16.426610, -19.912280, 13.107910], [16.713630, -18.208560, 14.740170], [16.509910, -18.770990, 17.201090], [16.081680, -21.158470, 17.909550], [15.930310, -22.898730, 16.151690], [15.991130, -22.255670, 13.752220], [23.436510, -12.123020, 18.076990], [24.523660, -11.263150, 18.201520], [25.277350, -11.000820, 17.065390], [24.801360, -11.414510, 15.835610], [23.679860, -12.112100, 15.716830], [22.972760, -12.531400, 16.834910], [22.851650, -12.389150, 18.945050], [24.791540, -10.943060, 19.197600], [26.181310, -10.411100, 17.103990], [25.422000, -11.216060, 14.974320], [23.269750, -12.405310, 14.761720], [22.182720, -13.256910, 16.708960], [23.507300, -15.790480, 22.998660], [23.423950, -14.539650, 23.568050], [23.962670, -13.425540, 22.906390], [24.377440, -13.567420, 21.613810], [24.586680, -14.823050, 21.070020], [24.255980, -15.963750, 21.802980], [23.075600, -16.624140, 23.532540], [22.889250, -14.386850, 24.493870], [23.932710, -12.418780, 23.296160], [24.728360, -12.796990, 20.943220], [25.062070, -14.804000, 20.100460], [24.353450, -16.977490, 21.443470], [26.457590, -16.703810, 15.401830], [25.126420, -16.424350, 15.708250], [24.774260, -15.468370, 16.673000], [25.833150, -14.949350, 17.429010], [27.133850, -15.076880, 17.091460], [27.464800, -15.919790, 16.052510], [26.707210, -17.424420, 14.637100], [24.394270, -17.023870, 15.187740], [23.772510, -15.240170, 17.005910], [25.577790, -14.170040, 18.131760], [27.941130, -14.628780, 17.651730], [28.529920, -16.062810, 15.945410], [16.742580, -17.080120, 10.828710], [17.936130, -17.703320, 10.777610], [18.967970, -17.299530, 11.667740], [18.696030, -16.206960, 12.550990], [17.445930, -15.668200, 12.630020], [16.453750, -16.114550, 11.797420], [15.989590, -17.303030, 10.087290], [18.150700, -18.512660, 10.095460], [19.951980, -17.728260, 11.548090], [19.449600, -15.793790, 13.205080], [17.255910, -14.926380, 13.391590], [15.500910, -15.607510, 11.834920], [22.780680, -19.965230, 19.665520], [21.819050, -20.893930, 19.346350], [21.916450, -21.586490, 18.123400], [22.979310, -21.397180, 17.287620], [23.944750, -20.403750, 17.588860], [23.800180, -19.668820, 18.772910], [22.811710, -19.399000, 20.584660], [20.917580, -21.107620, 19.901410], [21.139130, -22.283430, 17.846920], [22.894430, -21.873800, 16.322200], [24.659840, -20.093730, 16.841230], [24.537220, -18.899520, 18.949960], [20.997730, -19.787210, 14.418260], [21.084310, -18.508850, 15.172490], [20.003270, -18.314490, 16.246510], [20.139590, -16.935970, 17.108680], [21.340460, -16.963300, 18.073190], [21.433500, -15.662920, 18.855470], [21.486580, -19.576380, 13.467110], [19.934660, -20.004150, 14.313790], [21.418480, -20.665880, 14.907120], [22.106280, -18.402240, 15.536240], [20.990210, -17.657530, 14.498330], [19.949180, -19.115990, 16.983250], [19.024870, -18.321350, 15.766110], [20.250140, -16.117050, 16.397860], [19.208530, -16.772670, 17.651410], [21.223110, -17.837780, 18.713200], [22.273020, -17.226290, 17.573920], [20.477400, -15.466160, 19.340500], [22.197410, -15.640550, 19.632670], [21.529120, -14.836010, 18.151780], [18.504230, -19.368850, 19.740550], [17.501360, -18.511270, 20.586220], [16.065710, -19.168920, 20.637490], [15.012020, -18.292810, 21.183080], [13.667830, -19.074320, 21.237140], [12.514550, -18.231970, 21.828920], [18.649990, -20.418600, 19.995270], [19.516470, -18.971950, 19.817700], [18.273900, -19.259670, 18.680770], [17.883780, -18.383880, 21.598950], [17.399470, -17.497520, 20.198900], [16.069130, -20.073820, 21.245130], [15.798420, -19.546450, 19.650510], [15.278480, -17.965390, 22.188020], [14.887470, -17.403470, 20.565290], [13.516000, -19.401990, 20.208710], [13.710900, -20.029080, 21.761240], [12.394440, -17.330720, 21.227730], [11.552670, -18.742560, 21.875620], [12.778540, -17.987680, 22.857870], [22.270410, -19.507930, 10.002340], [23.308900, -18.417830, 9.651580], [24.663770, -18.780130, 10.364050], [25.784830, -17.791840, 10.150010], [26.907940, -17.866090, 11.199140], [28.082610, -16.867910, 10.976460], [22.689160, -20.432790, 9.605620], [21.289360, -19.420990, 9.535330], [22.226370, -19.781020, 11.056660], [23.507830, -18.374230, 8.580770], [22.907710, -17.528830, 10.138240], [25.009610, -19.722700, 9.939730], [24.430320, -18.966570, 11.412300], [26.331360, -17.928670, 9.216900], [25.340430, -16.798330, 10.209520], [26.455230, -17.676200, 12.172330], [27.295950, -18.884080, 11.234350], [28.523230, -17.053870, 9.996990], [27.645800, -15.869370, 10.960910], [28.942100, -16.868320, 11.646810], [24.175090, -24.530110, 11.077520], [23.045560, -23.581390, 11.213340], [22.106020, -23.910830, 12.313190], [20.994600, -22.868530, 12.587370], [20.019500, -22.682370, 11.344620], [18.984590, -21.533980, 11.687940], [24.832010, -24.234280, 10.259570], [23.852990, -25.564370, 10.956470], [24.816320, -24.632260, 11.953010], [23.482540, -22.601480, 11.405440], [22.590250, -23.629380, 10.224150], [22.596590, -23.932940, 13.286310], [21.625770, -24.888470, 12.272190], [20.385860, -23.049000, 13.473360], [21.536050, -21.967420, 12.875350], [20.616810, -22.455940, 10.461410], [19.439060, -23.601560, 11.265380], [19.507150, -20.577740, 11.662950], [18.145880, -21.600340, 10.994930], [18.605080, -21.702370, 12.695770]], "atomic_forces_ev_per_a": [[-0.064, 0.526, -0.448], [0.385, -1.069, 1.217], [-0.242, 0.622, -1.277], [0.119, 0.197, -1.343], [0.094, 0.986, 0.212], [-0.250, -1.278, 1.271], [-0.010, 0.030, -0.156], [-0.160, 0.313, 0.457], [0.011, -0.086, 0.321], [0.112, -0.055, 0.053], [-0.116, -0.128, -0.199], [0.132, -0.008, -0.178], [-1.033, 0.206, 0.051], [0.192, -0.784, -0.198], [-0.236, 0.568, 0.674], [2.701, 1.250, -0.294], [-2.763, -1.764, -0.497], [0.820, 0.028, 0.266], [0.112, -0.137, 0.263], [0.250, 0.229, -0.048], [0.089, 0.003, 0.139], [-0.112, 0.183, -0.228], [0.288, -0.032, -0.290], [-0.321, 0.250, 0.182], [1.141, -0.007, -0.520], [0.036, 0.846, -0.108], [-1.001, 0.297, 0.079], [1.168, -0.486, -0.756], [0.078, -0.780, 0.392], [-1.487, 0.394, 0.335], [0.071, -0.218, -0.128], [0.107, -0.091, 0.187], [-0.187, -0.056, 0.444], [-0.192, 0.722, 0.485], [-0.060, -0.696, -0.088], [0.307, 0.031, -0.303], [0.963, 1.874, 0.865], [-0.140, -0.172, -0.054], [1.498, -1.148, 0.531], [-2.338, 2.027, -0.135], [1.137, -0.909, -0.497], [-0.439, -1.563, -0.231], [0.061, -0.066, 0.042], [-0.398, 0.169, -0.039], [-0.158, -0.137, -0.379], [-0.110, -0.114, 0.478], [-0.129, 0.296, 0.090], [0.037, -0.295, -0.742], [-2.027, 0.846, 0.053], [2.664, -0.358, 1.174], [-1.255, 1.440, -0.069], [1.532, -1.895, -0.760], [-0.445, 0.117, 0.554], [-0.180, 0.205, -0.753], [-0.192, -0.210, 0.038], [-0.122, 0.036, -0.225], [0.100, -0.053, 0.314], [0.327, -0.222, -0.016], [-0.133, 0.226, -0.092], [-0.234, -0.237, -0.120], [0.406, 0.556, 0.357], [-0.377, -0.748, -1.096], [-0.265, 0.122, 1.216], [0.513, 1.211, -0.487], [-1.376, -0.072, 0.106], [0.696, -0.979, -1.199], [-0.520, -0.052, 0.232], [0.234, 0.247, 0.577], [-0.109, -0.055, 0.003], [0.639, -0.159, -0.131], [0.289, -0.196, 0.073], [-0.089, 0.168, 0.323], [-0.658, -0.160, -0.361], [0.202, 1.091, 1.260], [0.309, 1.649, 1.229], [0.629, -1.898, -1.284], [-0.514, -0.455, -0.088], [-0.458, -0.097, -0.068], [-0.154, -0.720, -0.270], [-0.070, -0.216, -0.668], [0.281, 0.225, 0.097], [0.055, 0.056, 0.586], [-0.193, 0.031, -0.333], [0.327, -0.314, -0.038], [-0.021, 0.096, -0.176], [-0.014, 0.210, -0.090], [-0.016, -0.024, 0.137], [-0.243, 0.094, 0.427], [0.098, 0.405, -0.407], [-0.116, -0.105, 0.217], [0.160, 0.054, -0.222], [0.430, 0.155, 0.072], [0.136, 1.303, 0.085], [-0.553, -1.669, -0.158], [2.016, -0.313, -0.253], [-1.500, -0.232, 0.682], [-0.156, 0.558, -0.207], [0.569, -0.412, -0.428], [-0.734, -0.055, 0.196], [0.079, 0.318, 0.147], [-0.196, -0.365, -0.039], [-0.048, -0.120, 0.143], [0.138, -0.025, -0.356], [0.426, -0.149, 0.184], [-0.030, 0.260, -0.327], [0.069, 0.156, 0.127], [-0.124, 0.147, -0.014], [-0.587, 0.232, -0.230], [0.519, 0.090, 0.427], [-0.082, 0.162, 0.234], [0.073, -0.165, -0.198], [-0.023, 0.307, -0.017], [1.101, -1.085, -0.952], [0.288, -0.964, 1.862], [-0.755, -0.444, -1.020], [0.845, 0.718, 0.793], [0.434, 0.106, 0.642], [-0.885, -0.215, -0.739], [-0.119, -0.348, -0.343], [-0.037, 0.367, 0.266], [-0.321, 0.707, 0.260], [-0.442, 0.476, 0.036], [0.352, 0.661, -0.718], [-0.162, -0.393, 0.146], [0.245, 0.179, 0.217], [-0.638, 0.096, -0.512], [0.230, 0.326, -0.334], [0.050, -0.006, 0.229], [0.032, -0.164, -0.004], [-0.086, 0.083, -0.237], [0.233, 0.186, -0.010], [-0.437, -0.324, 0.484], [1.433, -1.283, 0.408], [0.182, 0.145, -0.417], [-1.836, 0.092, 2.077], [-0.135, 0.168, -1.733], [-0.014, 1.169, 2.455], [1.108, -1.272, -0.493], [-0.038, -0.212, -0.140], [-0.250, -0.026, -0.529], [0.034, 0.496, 0.321], [-0.282, 0.363, -0.264], [-0.515, 0.612, 0.080], [0.755, -0.208, -0.042], [0.156, -0.282, -0.611], [0.011, -0.634, 0.019], [-0.197, 0.538, -0.504], [-0.320, -0.135, -0.137], [0.275, -0.176, -0.429], [-0.326, 0.150, -0.092], [0.006, 0.437, -0.053], [-0.038, 0.083, 0.029]], "lowdin_charge": [-0.119, -0.081, -0.090, -0.085, -0.076, -0.104, 0.098, 0.093, 0.086, 0.088, 0.094, 0.099, -0.105, -0.091, -0.082, -0.118, -0.115, -0.096, 0.097, 0.094, 0.102, 0.109, 0.110, 0.088, -0.089, -0.096, -0.088, -0.112, -0.097, -0.072, 0.097, 0.099, 0.101, 0.088, 0.076, 0.088, -0.068, -0.091, -0.057, -0.115, -0.113, -0.078, 0.083, 0.087, 0.080, 0.079, 0.107, 0.095, -0.112, -0.107, -0.050, -0.093, -0.126, -0.089, 0.103, 0.098, 0.081, 0.092, 0.105, 0.102, -0.111, -0.088, -0.099, -0.101, -0.066, -0.099, 0.099, 0.086, 0.103, 0.089, 0.095, 0.098, -0.112, -0.274, -0.165, -0.168, -0.266, -0.092, 0.064, 0.074, 0.057, 0.089, 0.095, 0.090, 0.076, 0.095, 0.094, 0.076, 0.085, 0.074, 0.058, 0.046, -0.100, -0.205, -0.248, -0.249, -0.260, -0.110, 0.067, 0.044, 0.039, 0.098, 0.096, 0.114, 0.088, 0.116, 0.117, 0.099, 0.101, 0.067, 0.063, 0.067, -0.130, -0.229, -0.230, -0.237, -0.266, -0.104, 0.059, 0.066, 0.051, 0.109, 0.098, 0.109, 0.107, 0.113, 0.112, 0.081, 0.103, 0.062, 0.067, 0.063, -0.137, -0.301, -0.239, -0.210, -0.206, -0.104, 0.075, 0.077, 0.073, 0.113, 0.111, 0.108, 0.114, 0.104, 0.075, 0.084, 0.099, 0.046, 0.064, 0.046]}